Entry 1:
A cluster of 10 separate species, C40H60N10O5 in total. Source: OMol25; level of theory: wB97M-V/def2-TZVPD.

XYZ file:
```
115
Properties=species:S:1:pos:R:3
C -0.336 5.123 -6.615
N -0.277 4.609 -5.268
C -0.405 3.301 -4.965
C -0.490 3.030 -3.416
O -0.437 2.421 -5.817
H -0.793 6.112 -6.626
H -0.861 4.471 -7.312
H 0.648 5.179 -7.080
H -0.322 5.258 -4.495
H -0.930 2.050 -3.232
H -1.161 3.703 -2.882
H 0.538 3.025 -3.053
C -4.697 4.627 -0.783
N -3.459 4.732 -0.067
C -2.679 3.635 0.129
C -1.419 3.775 1.065
O -2.867 2.528 -0.400
H -4.635 5.018 -1.798
H -5.554 5.046 -0.255
H -4.796 3.552 -0.930
H -3.272 5.624 0.369
H -0.458 4.022 0.613
H -1.279 2.818 1.567
H -1.605 4.569 1.789
C -5.285 0.514 1.780
N -4.753 0.482 0.398
C -5.204 -0.440 -0.485
C -4.702 -0.456 -1.930
O -6.060 -1.244 -0.162
H -5.152 -0.526 2.076
H -6.308 0.877 1.875
H -4.649 1.194 2.348
H -4.046 1.168 0.176
H -5.600 -0.514 -2.545
H -4.205 -1.425 -1.978
H -4.070 0.404 -2.150
C 5.964 0.492 -2.801
N 5.427 -0.682 -2.114
C 4.155 -0.990 -2.121
C 3.845 -2.339 -1.364
O 3.267 -0.319 -2.624
H 6.955 0.680 -2.387
H 5.205 1.233 -2.551
H 6.032 0.343 -3.878
H 6.013 -1.437 -1.788
H 3.006 -2.281 -0.670
H 4.751 -2.723 -0.895
H 3.545 -3.060 -2.124
C -1.609 -0.918 -0.150
N -0.580 -0.424 0.771
C 0.504 0.299 0.495
C 0.727 0.816 -0.902
O 1.402 0.418 1.359
H -1.457 -1.981 -0.336
H -1.604 -0.354 -1.083
H -2.586 -0.855 0.329
H -0.647 -0.745 1.727
H 0.271 1.806 -0.911
H 0.360 0.200 -1.724
H 1.808 0.937 -0.966
C 0.445 -4.510 1.181
C 1.378 -4.251 0.147
C 2.477 -5.083 0.033
N 2.845 -5.984 0.980
C 1.998 -6.100 2.028
C 0.769 -5.490 2.135
H -0.524 -4.041 1.263
H 1.338 -3.434 -0.558
H 3.161 -4.978 -0.796
H 2.275 -6.787 2.814
H 0.131 -5.734 2.972
C -3.046 -2.677 5.213
C -1.945 -3.354 4.767
C -1.204 -2.727 3.806
N -1.447 -1.521 3.272
C -2.581 -0.917 3.685
C -3.387 -1.409 4.738
H -3.706 -3.037 5.988
H -1.575 -4.254 5.235
H -0.277 -3.149 3.445
H -2.905 -0.064 3.106
H -4.233 -0.876 5.147
C 2.110 -2.854 4.793
C 2.119 -1.959 3.734
C 3.133 -1.985 2.787
N 4.120 -2.919 2.882
C 4.134 -3.744 4.001
C 3.132 -3.783 4.923
H 1.309 -2.820 5.516
H 1.310 -1.278 3.512
H 3.104 -1.328 1.930
H 4.965 -4.423 4.124
H 3.162 -4.438 5.781
C 0.713 -3.137 -3.210
C -0.438 -3.740 -2.660
C -1.703 -3.085 -2.804
N -1.824 -1.825 -3.213
C -0.690 -1.207 -3.712
C 0.555 -1.864 -3.864
H 1.686 -3.606 -3.233
H -0.458 -4.684 -2.136
H -2.597 -3.482 -2.348
H -0.700 -0.138 -3.867
H 1.374 -1.267 -4.238
C 1.831 5.169 2.365
C 1.810 3.887 1.878
C 2.836 3.519 1.002
N 3.642 4.408 0.437
C 3.588 5.701 0.941
C 2.672 6.107 1.875
H 1.104 5.512 3.086
H 1.225 3.153 2.413
H 2.701 2.498 0.677
H 4.212 6.488 0.544
H 2.701 7.120 2.248
```

Values from the calculation:
- Highest occupied orbital energy: -0.32503 Eh
- LUMO energy: 0.009 hartree
- SMILES: CNC(C)=O.CNC(C)=O.CNC(C)=O.CNC(C)=O.CNC(C)=O.c1ccncc1.c1ccncc1.c1ccncc1.c1ccncc1.c1ccncc1
- Gap between HOMO and LUMO: 9.1 eV

Here are the Löwdin charges for atoms 1 to 2, given in e: number 1, C, carries -0.081; number 2, N, carries -0.008

=====

Entry 2:
A cluster of 8 separate species, C40H60N4O16 in total. Source: OMol25; level of theory: wB97M-V/def2-TZVPD.

XYZ file:
```
120
Properties=species:S:1:pos:R:3
O 4.377 -1.433 -6.240
N 4.563 -2.161 -5.249
O 5.189 -3.224 -5.248
C 3.984 -1.745 -3.954
C 3.124 -0.639 -3.826
C 2.511 -0.273 -2.581
C 2.826 -1.007 -1.478
C 3.796 -1.977 -1.515
C 4.365 -2.370 -2.723
H 2.989 0.021 -4.670
H 1.856 0.583 -2.515
H 2.308 -0.758 -0.564
H 4.212 -2.267 -0.562
H 5.168 -3.092 -2.736
O -1.964 5.114 -4.126
N -1.509 4.221 -4.839
O -1.985 3.119 -5.031
C -0.270 4.579 -5.556
C 0.192 5.911 -5.609
C 1.420 6.171 -6.199
C 2.195 5.146 -6.718
C 1.814 3.796 -6.625
C 0.562 3.532 -6.053
H -0.421 6.695 -5.191
H 1.726 7.206 -6.240
H 3.154 5.362 -7.165
H 2.431 3.056 -7.114
H 0.378 2.486 -5.858
O 5.158 0.370 3.360
N 4.014 0.757 3.593
O 3.146 0.939 2.768
C 3.659 1.144 4.992
C 2.341 1.383 5.351
C 2.022 1.666 6.680
C 3.086 1.966 7.545
C 4.433 1.836 7.149
C 4.712 1.346 5.898
H 1.530 1.300 4.643
H 0.981 1.749 6.955
H 2.953 2.349 8.546
H 5.198 2.236 7.798
H 5.737 1.221 5.583
O -2.376 -3.119 6.508
N -3.364 -2.977 5.819
O -4.435 -2.681 6.385
C -3.359 -3.339 4.385
C -2.127 -3.601 3.684
C -2.130 -3.816 2.300
C -3.336 -3.925 1.624
C -4.554 -3.715 2.240
C -4.555 -3.396 3.639
H -1.201 -3.496 4.229
H -1.187 -3.987 1.801
H -3.317 -4.012 0.547
H -5.468 -3.830 1.677
H -5.434 -3.216 4.240
C -1.117 0.672 -2.778
O -0.571 0.612 -1.486
C -1.297 -0.117 -0.584
C -0.669 -0.236 0.832
O 0.398 -1.252 0.855
C 0.920 -1.407 2.209
H -2.049 1.234 -2.715
H -1.198 -0.317 -3.229
H -0.580 1.382 -3.408
H -1.387 -1.133 -0.968
H -2.255 0.325 -0.308
H -1.445 -0.483 1.557
H -0.263 0.717 1.174
H 1.929 -1.817 2.160
H 0.206 -2.069 2.699
H 0.900 -0.462 2.751
C -1.475 -4.023 -2.321
O -0.980 -4.780 -1.214
C 0.221 -4.329 -0.833
C 1.052 -5.389 0.019
O 1.773 -6.280 -0.763
C 1.003 -7.282 -1.361
H -1.248 -4.430 -3.306
H -1.286 -2.950 -2.355
H -2.564 -4.076 -2.308
H 0.022 -3.394 -0.310
H 0.837 -3.988 -1.664
H 0.501 -6.017 0.718
H 1.643 -4.757 0.681
H 1.594 -7.839 -2.089
H 0.086 -6.874 -1.785
H 0.640 -7.897 -0.538
C 4.268 3.205 -1.906
O 3.528 4.323 -2.182
C 2.267 4.004 -2.796
C 1.245 3.533 -1.843
O 1.137 4.483 -0.733
C 0.175 4.023 0.257
H 5.172 3.505 -1.376
H 4.514 2.865 -2.913
H 3.854 2.356 -1.362
H 2.325 3.245 -3.576
H 1.969 4.911 -3.324
H 1.492 2.582 -1.371
H 0.296 3.383 -2.358
H -0.840 3.955 -0.133
H -0.049 4.826 0.959
H 0.446 3.173 0.884
C -3.844 2.779 1.337
O -3.949 1.396 1.750
C -4.964 1.122 2.674
C -5.036 -0.382 3.078
O -6.182 -0.562 3.975
C -7.420 -0.453 3.281
H -2.911 2.958 0.802
H -4.166 3.516 2.073
H -4.529 2.810 0.490
H -5.960 1.389 2.319
H -4.802 1.518 3.676
H -4.075 -0.573 3.556
H -5.196 -1.006 2.198
H -7.329 -0.405 2.196
H -8.037 0.366 3.650
H -7.856 -1.390 3.629
```

Values from the calculation:
- Highest occupied orbital energy: -0.34200 Eh
- Relative energy (zero: lowest compared OMol25 entry of this formula, charge and spin): 19.98 kcal/mol
- LUMO energy: -0.030 hartree
- SMILES: O=[N+]([O-])c1ccccc1.O=[N+]([O-])c1ccccc1.O=[N+]([O-])c1ccccc1.O=[N+]([O-])c1ccccc1.COCCOC.COCCOC.COCCOC.COCCOC
- Gap between HOMO and LUMO: 8.5 eV

Here are the Löwdin charges for atoms 1 to 2, given in e: number 1, O, carries 0.054; number 2, N, carries -0.329

=====

Entry 3:
A cluster of 10 separate species, C40H60O8S4 in total. Source: OMol25; level of theory: wB97M-V/def2-TZVPD.

XYZ file:
```
112
Properties=species:S:1:pos:R:3
C 30.205 -6.719 -3.312
S 30.093 -7.460 -1.648
O 28.934 -6.758 -0.999
C 29.570 -9.141 -2.106
H 30.259 -5.660 -3.081
H 29.294 -6.936 -3.877
H 30.984 -7.186 -3.912
H 29.763 -9.778 -1.244
H 30.164 -9.464 -2.960
H 28.513 -9.197 -2.362
C 24.627 -5.686 4.216
S 25.767 -5.135 5.499
O 26.427 -6.276 6.254
C 26.999 -4.229 4.507
H 25.124 -6.274 3.445
H 24.255 -4.757 3.782
H 23.790 -6.196 4.685
H 27.328 -3.399 5.122
H 26.680 -3.904 3.517
H 27.774 -4.974 4.321
C 22.634 -8.271 0.382
S 23.766 -6.945 -0.110
O 23.492 -5.886 0.961
C 25.336 -7.631 0.443
H 21.629 -8.125 0.004
H 22.606 -8.183 1.470
H 23.099 -9.231 0.153
H 25.112 -8.382 1.199
H 25.840 -6.756 0.838
H 25.875 -8.137 -0.356
C 28.133 -14.738 8.414
S 28.366 -13.376 7.223
O 26.933 -13.027 6.851
C 28.894 -11.999 8.292
H 27.331 -15.392 8.080
H 27.869 -14.481 9.444
H 29.054 -15.318 8.519
H 28.329 -11.873 9.215
H 28.921 -11.009 7.840
H 29.922 -12.214 8.607
C 30.611 -5.238 4.743
C 31.894 -4.737 4.517
C 32.723 -4.420 5.596
C 32.327 -4.811 6.870
C 31.022 -5.214 7.105
C 30.160 -5.452 6.053
H 30.015 -5.601 3.915
H 32.178 -4.511 3.497
H 33.649 -3.878 5.464
H 33.055 -4.644 7.655
H 30.666 -5.338 8.121
H 29.189 -5.854 6.318
C 33.182 -13.460 -0.812
C 33.318 -14.630 -0.052
C 32.518 -14.724 1.095
C 31.642 -13.715 1.445
C 31.544 -12.590 0.655
C 32.319 -12.422 -0.464
H 33.891 -13.400 -1.633
H 33.965 -15.442 -0.343
H 32.435 -15.687 1.590
H 31.046 -13.896 2.331
H 30.742 -11.892 0.882
H 32.307 -11.438 -0.915
C 28.142 -7.615 2.847
C 28.152 -7.992 4.179
C 28.206 -9.324 4.536
C 28.380 -10.309 3.567
C 28.500 -9.943 2.222
C 28.358 -8.600 1.894
H 28.131 -6.594 2.485
H 28.087 -7.239 4.954
H 28.177 -9.575 5.589
H 28.408 -11.360 3.828
H 28.619 -10.751 1.512
H 28.319 -8.247 0.866
C 27.228 -9.273 9.521
C 27.970 -9.499 10.674
C 29.283 -9.037 10.779
C 29.862 -8.276 9.755
C 29.130 -8.100 8.599
C 27.825 -8.536 8.495
H 26.234 -9.692 9.464
H 27.590 -10.246 11.363
H 29.893 -9.210 11.657
H 30.784 -7.770 10.006
H 29.552 -7.547 7.768
H 27.199 -8.378 7.623
O 24.117 -10.896 1.632
C 24.380 -10.812 2.802
O 24.375 -11.859 3.628
C 24.945 -11.545 4.917
C 24.997 -10.005 4.967
C 24.988 -9.596 3.498
H 25.835 -12.168 4.978
H 24.347 -11.878 5.769
H 25.878 -9.731 5.536
H 24.069 -9.593 5.356
H 25.946 -9.431 3.012
H 24.359 -8.710 3.428
O 34.077 -7.317 -1.306
C 33.291 -7.422 -0.409
O 32.736 -8.647 -0.135
C 32.103 -8.628 1.151
C 31.887 -7.162 1.530
C 33.046 -6.485 0.769
H 32.805 -9.072 1.863
H 31.178 -9.201 1.182
H 31.954 -7.073 2.611
H 30.903 -6.889 1.147
H 33.920 -6.466 1.416
H 32.731 -5.511 0.402
```

Values from the calculation:
- Highest occupied orbital energy: -0.31635 Eh
- LUMO energy: 0.015 hartree
- Gap between HOMO and LUMO: 9.0 eV

Here are the Löwdin charges for atoms 1 to 2, given in e: number 1, C, carries -0.233; number 2, S, carries 0.828

=====

Entry 4:
A structure of composition C40H61NO4PReSi. Source: OMol25; level of theory: wB97M-V/def2-TZVPD.

XYZ file:
```
109
Properties=species:S:1:pos:R:3
Re -0.495 -0.319 0.079
O -3.607 -0.009 -2.641
C -2.817 -0.016 -1.612
O -1.580 -0.293 -1.702
C -3.347 0.317 -0.308
C -4.642 0.643 0.046
C -4.919 0.928 1.385
C -3.895 0.883 2.328
C -2.608 0.556 1.930
N -2.332 0.270 0.617
C -1.408 0.404 2.709
O -1.296 0.584 3.994
O -0.355 0.074 2.095
H -3.146 -0.261 -3.460
H -5.420 0.675 -0.704
H -5.925 1.179 1.689
H -4.123 1.104 3.363
H -2.115 0.859 4.434
C -1.121 3.681 -3.328
C 0.248 3.749 -2.644
C 1.344 4.180 -3.630
C 0.616 2.433 -2.022
C 0.895 2.375 -0.562
C 1.322 0.999 -0.036
C 2.248 1.084 1.189
C 1.896 2.034 2.331
C 3.612 1.605 0.674
C 1.516 -0.118 -0.940
C 1.239 0.102 -2.346
C 0.720 1.323 -2.806
C 1.630 -0.876 -3.416
C 0.582 -1.049 -4.523
C 2.928 -0.345 -4.075
C 2.456 -1.277 -0.638
C 3.797 -1.167 -1.007
C 4.691 -2.203 -0.802
C 4.266 -3.388 -0.220
C 2.940 -3.526 0.140
C 2.030 -2.482 -0.063
P 0.287 -2.657 0.378
C -0.563 -3.887 -0.734
C 0.131 -5.256 -0.745
C -2.017 -4.018 -0.271
C -0.529 -3.369 -2.169
C 0.156 -3.160 2.182
C -1.255 -2.831 2.724
C 0.388 -4.655 2.439
C 1.254 -2.409 2.955
H -1.381 4.660 -3.726
H -1.912 3.392 -2.633
H -1.112 2.982 -4.164
H 0.203 4.497 -1.852
H 1.414 3.496 -4.475
H 2.321 4.233 -3.150
H 1.110 5.169 -4.022
H 1.777 3.014 -0.408
H 2.391 0.067 1.567
H 1.785 3.055 1.971
H 2.742 2.047 3.017
H 1.022 1.772 2.912
H 3.565 2.679 0.495
H 3.958 1.131 -0.235
H 4.365 1.448 1.443
H 0.512 1.403 -3.862
H 1.861 -1.833 -2.953
H 0.677 -0.276 -5.283
H -0.439 -1.033 -4.148
H 0.743 -2.002 -5.021
H 2.769 0.646 -4.497
H 3.190 -1.016 -4.891
H 3.768 -0.304 -3.393
H 4.156 -0.268 -1.480
H 5.723 -2.087 -1.103
H 4.961 -4.199 -0.053
H 2.609 -4.455 0.585
H 0.102 -5.781 0.203
H 1.165 -5.178 -1.079
H -0.393 -5.875 -1.475
H -2.104 -4.475 0.712
H -2.549 -4.657 -0.975
H -2.531 -3.053 -0.247
H 0.476 -3.423 -2.581
H -0.901 -2.349 -2.268
H -1.164 -4.013 -2.779
H -1.902 -3.704 2.683
H -1.781 -2.044 2.178
H -1.178 -2.534 3.769
H -0.386 -5.284 2.006
H 0.351 -4.800 3.520
H 1.363 -5.004 2.105
H 1.254 -1.338 2.797
H 2.244 -2.787 2.704
H 1.095 -2.586 4.017
C -1.486 5.873 -0.085
Si -0.155 4.902 0.811
C -0.545 4.888 2.647
C 1.578 5.559 0.497
C -0.280 3.043 0.213
H -1.433 6.928 0.183
H -2.474 5.522 0.215
H -1.432 5.821 -1.172
H -0.620 5.909 3.020
H 0.206 4.386 3.255
H -1.511 4.420 2.848
H 1.563 6.648 0.557
H 2.011 5.313 -0.472
H 2.272 5.220 1.268
H -0.449 2.486 1.138
H -1.191 2.945 -0.388
```

Values from the calculation:
- <S²>: 3.8018
- Highest occupied orbital energy (spin up / spin down): -0.57834 / -0.62439 Eh
- Spin multiplicity: 4
- Charge: +3
- Relative energy (zero: lowest compared OMol25 entry of this formula, charge and spin): 0.00 kcal/mol
- LUMO energy (spin up / spin down): -0.352 / -0.382 hartree
- Gap between HOMO and LUMO (spin up / spin down): 6.2 / 6.6 eV

Here are the Löwdin charges for atoms 1 to 2, given in e: number 1, Re, carries 1.599; number 2, O, carries 0.237

=====

So what do the calculations give for F_max? Going down the list: 3.2, 3.8, 2.3, 1.1 eV/Å.